{"formula": "C27H33N6O5SSn", "method": "ωB97M-V/def2-TZVPD", "symbols": ["Sn", "C", "C", "O", "C", "C", "O", "C", "C", "O", "C", "C", "O", "H", "H", "H", "H", "H", "H", "H", "H", "H", "H", "H", "H", "H", "H", "H", "H", "S", "C", "N", "N", "C", "C", "C", "C", "C", "C", "N", "N", "C", "C", "C", "C", "C", "C", "H", "H", "H", "H", "H", "H", "H", "H", "H", "H", "H", "N", "C", "O", "C", "C", "C", "C", "N", "C", "H", "H", "H", "H", "H", "H"], "positions_angstrom": [[-0.85796, -0.48921, -0.08402], [3.07371, -1.02991, 1.45592], [2.35839, -1.77056, 2.55241], [0.99127, -1.82608, 2.23388], [0.19944, -2.39858, 3.27370], [-1.21486, -2.54889, 2.76188], [-1.74535, -1.35417, 2.17453], [-2.30010, -0.36836, 3.03803], [-1.28870, 0.65983, 3.47302], [-0.56376, 1.14918, 2.32840], [0.11604, 2.36725, 2.66904], [1.46871, 2.46672, 1.98926], [2.38646, 0.28811, 1.19685], [2.99424, -1.54351, 0.50136], [4.11171, -0.82223, 1.70260], [2.52669, -1.31502, 3.53505], [2.81087, -2.76993, 2.58379], [0.25444, -1.76746, 4.16612], [0.57390, -3.39145, 3.54257], [-1.86922, -2.88607, 3.56845], [-1.24503, -3.29935, 1.97210], [-2.76891, -0.82956, 3.91068], [-3.08268, 0.12416, 2.46051], [-0.56883, 0.25594, 4.18935], [-1.82513, 1.48009, 3.95820], [0.26183, 2.39319, 3.75255], [-0.50440, 3.22407, 2.39895], [1.94293, 3.39099, 2.32429], [1.35358, 2.56569, 0.91045], [-1.05911, 1.07088, -2.20370], [0.54817, 1.55037, -2.60845], [0.56692, 2.41424, -3.73545], [0.97430, 2.09181, -4.84867], [1.46392, 0.88608, -5.41016], [1.28230, -0.36257, -4.81378], [1.77232, -1.46849, -5.47517], [2.43702, -1.32651, -6.69411], [2.59973, -0.07765, -7.27906], [2.09813, 1.04144, -6.64296], [1.68746, 1.41082, -2.03740], [1.57027, 0.81449, -0.79934], [2.63475, 0.82783, -0.11654], [3.96506, 1.26754, -0.43664], [4.91963, 1.64490, 0.42940], [4.86170, 1.80231, 1.88082], [3.80293, 1.68463, 2.68250], [2.40550, 1.30523, 2.33245], [0.93534, 2.87103, -5.51260], [0.73313, -0.47428, -3.89085], [1.62637, -2.45361, -5.05467], [2.81695, -2.20477, -7.19903], [3.10240, 0.02087, -8.23076], [2.20066, 2.02272, -7.09342], [4.15655, 1.32057, -1.50019], [5.86661, 1.93111, -0.01310], [5.79193, 2.10488, 2.34488], [3.92797, 1.90680, 3.73780], [1.97216, 0.71337, 3.13628], [-7.06025, -2.89055, 0.28918], [-5.76527, -2.65414, 0.55126], [-5.02021, -3.43108, 1.11697], [-5.20066, -1.31443, 0.12776], [-5.90138, -0.12879, -0.03305], [-5.20377, 1.04146, -0.31807], [-3.83065, 0.99532, -0.42314], [-3.14760, -0.15427, -0.26386], [-3.82403, -1.27603, -0.00037], [-7.44757, -3.77687, 0.57387], [-7.63292, -2.28090, -0.26633], [-6.97717, -0.09384, 0.08758], [-5.72068, 1.98202, -0.44489], [-3.25153, 1.88369, -0.63990], [-3.26668, -2.19252, 0.15502]], "atomic_forces_ev_per_a": [[0.072, 0.013, -0.003], [-0.007, -0.013, 0.009], [-0.037, 0.020, -0.046], [-0.016, -0.030, -0.025], [0.024, 0.003, -0.028], [-0.046, -0.026, -0.001], [0.033, 0.021, -0.015], [-0.073, 0.002, -0.016], [0.064, -0.013, -0.066], [-0.062, -0.016, -0.011], [0.033, -0.004, -0.014], [-0.002, -0.033, -0.002], [0.192, 0.035, 0.039], [-0.056, 0.017, -0.015], [0.018, -0.001, -0.007], [-0.009, 0.022, 0.009], [0.035, 0.003, 0.040], [-0.012, 0.009, 0.020], [-0.006, -0.006, 0.008], [-0.015, -0.006, -0.016], [0.007, 0.002, -0.005], [0.030, -0.021, -0.005], [-0.066, 0.005, -0.015], [-0.004, -0.012, 0.026], [0.002, 0.002, -0.016], [0.001, 0.015, -0.007], [0.007, 0.003, -0.002], [-0.001, 0.016, -0.018], [0.012, 0.022, 0.006], [0.111, 0.145, -0.033], [-0.166, -0.268, 0.039], [-0.104, 0.308, 0.106], [0.064, -0.213, -0.125], [-0.027, 0.057, 0.011], [-0.016, -0.012, -0.001], [0.008, 0.005, -0.030], [0.002, -0.022, 0.004], [0.011, 0.006, -0.008], [-0.018, -0.010, -0.018], [0.001, 0.103, 0.029], [-0.113, -0.037, -0.097], [0.091, -0.062, 0.179], [-0.001, -0.013, -0.076], [-0.018, 0.014, 0.071], [0.003, 0.009, -0.056], [-0.014, -0.008, 0.070], [-0.050, 0.029, 0.013], [0.045, 0.023, -0.069], [0.029, -0.029, -0.039], [0.008, 0.001, -0.002], [-0.005, 0.001, 0.003], [-0.001, 0.002, 0.003], [0.008, -0.008, 0.000], [0.014, 0.002, 0.018], [-0.002, 0.007, 0.007], [0.007, -0.008, -0.015], [0.021, -0.013, -0.007], [-0.027, -0.018, -0.013], [0.037, 0.029, 0.036], [-0.038, -0.036, -0.002], [0.004, 0.014, -0.019], [-0.006, 0.001, -0.008], [-0.018, 0.010, -0.006], [0.003, -0.020, -0.013], [-0.021, 0.015, -0.012], [0.057, -0.016, 0.186], [-0.002, 0.003, 0.021], [-0.006, -0.013, 0.001], [0.005, -0.004, -0.019], [0.004, 0.003, -0.003], [0.004, -0.002, 0.001], [0.000, -0.003, 0.026], [0.006, -0.005, 0.022]], "relative_energy_kj_mol": 189.4, "max_force_ev_per_a": 0.34, "homo_ev": -16.59, "total_energy_ev": -64349.988, "lumo_energy_ev": -9.48, "total_charge": 3, "gap_ev": 7.1}